<P>
{
  "formula": "C20H21N5O2S",
  "method": "ωB97M-V/def2-TZVPD",
  "molar_mass_da": 395.49,
  "smiles": "CCn1c(SCC(=O)NNC(=O)Cc2ccccc2)nnc1-c1ccccc1",
  "homo_ev": -8.79,
  "e_lumo_ev": 0.56,
  "orbital_gap_ev": 9.35,
  "species": ["C", "H", "H", "H", "C", "N", "C", "N", "N", "C", "C", "C", "C", "C", "C", "C", "H", "H", "H", "H", "H", "S", "C", "C", "O", "N", "N", "C", "O", "C", "C", "C", "C", "C", "C", "C", "H", "H", "H", "H", "H", "H", "H", "H", "H", "H", "H", "H", "H"],
  "coordinates": [[3.73, 0.04, 0.18], [3.17, -0.71, 0.74], [3.51, -0.09, -0.88], [4.80, -0.12, 0.34], [3.34, 1.44, 0.64], [1.91, 1.59, 0.68], [1.12, 1.63, 1.79], [-0.14, 1.61, 1.46], [-0.21, 1.52, 0.12], [1.02, 1.50, -0.35], [1.37, 1.40, -1.76], [2.16, 2.36, -2.38], [2.47, 2.24, -3.72], [2.00, 1.16, -4.45], [1.21, 0.20, -3.84], [0.89, 0.32, -2.50], [0.28, -0.43, -2.00], [0.84, -0.64, -4.41], [2.25, 1.06, -5.50], [3.08, 2.99, -4.20], [2.51, 3.21, -1.82], [1.74, 1.63, 3.43], [1.69, -0.19, 3.73], [0.70, -0.79, 2.76], [1.03, -1.31, 1.71], [-0.58, -0.66, 3.15], [-1.62, -0.80, 2.22], [-2.76, -0.11, 2.47], [-2.98, 0.34, 3.58], [-3.69, 0.04, 1.29], [-3.49, -1.00, 0.22], [-4.17, -2.21, 0.29], [-3.98, -3.17, -0.69], [-3.12, -2.93, -1.75], [-2.44, -1.72, -1.82], [-2.62, -0.76, -0.84], [-2.09, 0.18, -0.89], [-1.78, -1.53, -2.65], [-2.98, -3.67, -2.52], [-4.51, -4.11, -0.63], [-4.85, -2.40, 1.11], [-4.71, 0.03, 1.67], [-3.49, 1.03, 0.89], [-1.30, -0.98, 1.28], [-0.88, -0.07, 3.92], [2.69, -0.60, 3.55], [1.40, -0.33, 4.77], [3.76, 2.20, -0.04], [3.71, 1.64, 1.65]]
}

---

<Q>
{
  "formula": "C20H21N5O2S",
  "method": "ωB97M-V/def2-TZVPD",
  "molar_mass_da": 395.49,
  "smiles": "CCC(=O)Nc1cccc(-n2nnnc2SCC(=O)c2ccc(C)c(C)c2)c1",
  "homo_ev": -8.41,
  "e_lumo_ev": -0.36,
  "orbital_gap_ev": 8.05,
  "species": ["C", "C", "C", "O", "N", "C", "C", "C", "C", "C", "C", "H", "N", "C", "N", "N", "N", "S", "C", "H", "C", "O", "C", "C", "C", "C", "C", "C", "H", "C", "H", "H", "H", "C", "H", "H", "H", "H", "H", "H", "H", "H", "H", "H", "H", "H", "H", "H", "H"],
  "coordinates": [[-4.23, -3.81, 3.79], [-5.45, -3.48, 2.76], [-5.41, -2.08, 2.54], [-6.17, -1.20, 2.93], [-4.37, -1.51, 1.47], [-3.85, -0.19, 1.25], [-4.49, 1.06, 1.72], [-4.12, 2.02, 1.12], [-2.98, 2.15, 0.30], [-2.40, 1.09, -0.02], [-2.66, -0.34, 0.49], [-2.16, -1.19, 0.01], [-1.34, 1.30, -1.01], [-0.20, 0.30, -1.11], [0.57, 0.97, -2.12], [0.15, 2.33, -2.08], [-1.07, 2.51, -1.49], [0.04, -1.18, -0.64], [1.63, -1.70, -1.27], [1.81, -2.61, -1.37], [2.75, -1.26, -0.31], [2.80, -1.70, 1.02], [3.89, -0.41, -0.51], [5.18, -0.48, 0.19], [6.16, 0.00, -0.42], [5.95, 1.24, -1.20], [4.72, 1.65, -1.92], [3.73, 0.52, -1.49], [2.84, 0.98, -1.95], [4.58, 2.67, -2.78], [3.59, 2.54, -3.17], [4.87, 3.53, -2.52], [5.24, 2.43, -3.66], [7.18, 2.24, -1.64], [8.09, 1.89, -1.05], [7.46, 1.93, -2.50], [6.94, 3.09, -1.45], [7.15, 0.22, 0.43], [5.19, -1.34, 0.80], [1.99, -1.04, -2.12], [-2.75, 3.30, 0.18], [-4.45, 3.06, 1.72], [-5.33, 0.84, 2.28], [-3.65, -2.17, 1.27], [-5.08, -4.06, 1.71], [-6.44, -3.70, 3.16], [-4.34, -4.81, 3.92], [-4.49, -3.19, 4.66], [-3.23, -3.74, 3.26]]
}

---

Stability, lowest: <Q>

---

<P>
{
  "formula": "C49H47Cl2FN3O2P2ScSe4",
  "method": "ωB97M-V/def2-TZVPD",
  "molar_mass_da": 1222.58,
  "charge": -2,
  "homo_ev": -1.62,
  "e_lumo_ev": 3.91,
  "orbital_gap_ev": 5.52,
  "species": ["Sc", "C", "N", "P", "C", "C", "C", "C", "C", "C", "C", "C", "C", "C", "C", "C", "P", "C", "C", "C", "C", "C", "C", "C", "C", "C", "C", "C", "C", "H", "H", "H", "H", "H", "H", "H", "H", "H", "H", "H", "H", "H", "H", "H", "H", "H", "H", "H", "H", "H", "H", "H", "Se", "Se", "Se", "Se", "C", "C", "C", "C", "C", "C", "C", "C", "C", "C", "C", "C", "N", "C", "C", "C", "C", "C", "C", "F", "H", "H", "H", "H", "H", "H", "H", "H", "H", "H", "H", "H", "H", "H", "H", "H", "H", "H", "H", "H", "H", "O", "O", "Cl", "C", "C", "C", "C", "C", "Cl", "C", "N", "H", "H", "H"],
  "coordinates": [[-0.52, 2.51, 0.68], [4.14, -0.73, -0.87], [2.77, -0.34, -0.59], [1.89, -0.97, 0.74], [2.58, -2.69, 0.78], [3.13, -3.31, 1.90], [3.57, -4.62, 1.84], [3.47, -5.34, 0.66], [2.91, -4.74, -0.46], [2.48, -3.43, -0.40], [2.76, -0.34, 2.23], [2.16, -0.71, 3.44], [2.66, -0.27, 4.64], [3.79, 0.54, 4.67], [4.39, 0.91, 3.48], [3.88, 0.48, 2.26], [1.62, 0.09, -1.80], [2.13, -1.04, -3.19], [1.28, -2.10, -3.48], [1.58, -3.01, -4.48], [2.74, -2.87, -5.21], [3.59, -1.81, -4.95], [3.29, -0.90, -3.95], [2.33, 1.61, -2.55], [3.29, 2.41, -1.96], [3.68, 3.59, -2.56], [3.08, 4.00, -3.75], [2.09, 3.22, -4.32], [1.71, 2.03, -3.72], [4.65, -0.97, 0.07], [4.67, 0.09, -1.36], [4.21, -1.61, -1.52], [3.21, -2.76, 2.83], [4.01, -5.08, 2.72], [3.82, -6.36, 0.62], [2.83, -5.29, -1.39], [2.04, -2.97, -1.27], [1.26, -1.32, 3.42], [2.17, -0.54, 5.57], [4.17, 0.90, 5.61], [5.25, 1.57, 3.49], [4.32, 0.83, 1.35], [0.36, -2.20, -2.91], [0.90, -3.82, -4.69], [2.98, -3.58, -5.99], [4.50, -1.69, -5.52], [3.95, -0.06, -3.77], [3.72, 2.14, -1.00], [4.43, 4.22, -2.10], [3.38, 4.93, -4.21], [1.59, 3.54, -5.23], [0.91, 1.43, -4.14], [2.39, 3.16, 1.39], [1.49, 5.26, 1.14], [-0.01, 5.45, 2.87], [-1.87, 4.16, 2.27], [-1.16, -2.30, -0.54], [-1.96, -2.71, 0.70], [-1.07, -2.65, 1.94], [-3.27, -1.93, 0.71], [-4.36, -2.63, 0.22], [-5.60, -2.04, 0.08], [-5.74, -0.72, 0.44], [-4.68, 0.02, 0.95], [-5.00, 1.45, 1.32], [-4.27, 2.42, 0.39], [-4.75, 1.79, 2.79], [-3.41, -0.57, 1.09], [-2.33, 0.17, 1.56], [-1.99, 0.10, 2.83], [-2.67, -0.58, 3.88], [-2.27, -0.49, 5.19], [-1.15, 0.24, 5.57], [-0.41, 0.88, 4.58], [-0.82, 0.77, 3.29], [-0.03, 1.33, 2.25], [-0.19, -2.81, -0.55], [-0.98, -1.22, -0.52], [-1.71, -2.55, -1.44], [-2.24, -3.77, 0.57], [-0.54, -1.71, 1.98], [-0.34, -3.46, 1.89], [-1.66, -2.76, 2.85], [-4.24, -3.67, -0.07], [-6.45, -2.61, -0.28], [-6.71, -0.24, 0.35], [-6.08, 1.59, 1.15], [-3.19, 2.24, 0.43], [-4.47, 3.45, 0.68], [-4.60, 2.28, -0.65], [-3.70, 1.96, 2.99], [-5.10, 0.97, 3.42], [-5.30, 2.69, 3.06], [-3.54, -1.18, 3.61], [-2.85, -0.99, 5.95], [-0.86, 0.31, 6.61], [0.49, 1.44, 4.82], [0.02, 2.24, -1.16], [0.09, 3.63, -0.60], [-2.41, 4.64, -1.29], [-2.56, 3.47, -2.55], [-3.28, 3.80, -3.69], [-3.49, 2.86, -4.68], [-2.99, 1.58, -4.53], [-2.25, 1.27, -3.40], [-1.61, -0.31, -3.23], [-1.99, 2.19, -2.37], [-1.29, 1.76, -1.25], [-3.67, 4.80, -3.78], [-4.05, 3.12, -5.57], [-3.11, 0.83, -5.30]]
}

---

<Q>
{
  "formula": "C49H47Cl2FN3O2P2ScSe4",
  "method": "ωB97M-V/def2-TZVPD",
  "molar_mass_da": 1222.58,
  "charge": -2,
  "homo_ev": -1.66,
  "e_lumo_ev": 3.86,
  "orbital_gap_ev": 5.52,
  "species": ["Sc", "C", "N", "P", "C", "C", "C", "C", "C", "C", "C", "C", "C", "C", "C", "C", "P", "C", "C", "C", "C", "C", "C", "C", "C", "C", "C", "C", "C", "H", "H", "H", "H", "H", "H", "H", "H", "H", "H", "H", "H", "H", "H", "H", "H", "H", "H", "H", "H", "H", "H", "H", "Se", "Se", "Se", "Se", "C", "C", "C", "C", "C", "C", "C", "C", "C", "C", "C", "C", "N", "C", "C", "C", "C", "C", "C", "F", "H", "H", "H", "H", "H", "H", "H", "H", "H", "H", "H", "H", "H", "H", "H", "H", "H", "H", "H", "H", "H", "O", "O", "Cl", "C", "C", "C", "C", "C", "Cl", "C", "N", "H", "H", "H"],
  "coordinates": [[-1.60, -1.82, -1.25], [-0.29, 0.04, 4.37], [-0.29, -0.08, 2.92], [1.12, -0.56, 2.07], [2.42, 0.28, 3.11], [3.53, -0.35, 3.67], [4.47, 0.38, 4.39], [4.31, 1.75, 4.56], [3.21, 2.39, 4.01], [2.28, 1.65, 3.29], [1.45, -2.28, 2.63], [2.54, -2.89, 2.01], [2.87, -4.20, 2.31], [2.11, -4.92, 3.22], [1.02, -4.32, 3.83], [0.68, -3.01, 3.53], [-1.30, 0.90, 1.90], [-1.28, 2.50, 2.87], [-0.55, 3.55, 2.33], [-0.46, 4.77, 2.98], [-1.10, 4.95, 4.20], [-1.83, 3.91, 4.75], [-1.93, 2.69, 4.09], [-2.99, 0.41, 2.38], [-3.32, -0.77, 3.03], [-4.65, -1.09, 3.25], [-5.66, -0.25, 2.81], [-5.34, 0.91, 2.12], [-4.01, 1.24, 1.91], [0.43, -0.67, 4.80], [-1.28, -0.18, 4.77], [0.00, 1.04, 4.71], [3.67, -1.41, 3.55], [5.32, -0.12, 4.83], [5.04, 2.31, 5.13], [3.08, 3.45, 4.13], [1.43, 2.16, 2.86], [3.12, -2.34, 1.28], [3.71, -4.67, 1.80], [2.36, -5.95, 3.44], [0.41, -4.88, 4.52], [-0.21, -2.58, 3.97], [-0.07, 3.41, 1.37], [0.11, 5.58, 2.54], [-1.03, 5.90, 4.72], [-2.34, 4.05, 5.70], [-2.52, 1.90, 4.51], [-2.55, -1.46, 3.32], [-4.90, -2.02, 3.76], [-6.70, -0.52, 2.97], [-6.12, 1.56, 1.74], [-3.75, 2.13, 1.35], [-1.84, -3.59, 1.26], [-3.62, -4.34, 0.00], [-2.63, -5.36, -1.82], [-1.87, -3.62, -3.21], [1.65, 2.08, -0.75], [2.79, 1.49, -1.59], [3.35, 0.24, -0.90], [2.32, 1.36, -3.03], [2.74, 2.40, -3.86], [2.33, 2.49, -5.18], [1.48, 1.52, -5.67], [1.04, 0.46, -4.89], [0.12, -0.53, -5.58], [-1.29, -0.46, -5.00], [0.65, -1.96, -5.62], [1.45, 0.36, -3.53], [0.99, -0.68, -2.71], [1.75, -1.75, -2.56], [2.98, -2.03, -3.25], [3.64, -3.23, -3.10], [3.19, -4.22, -2.24], [2.03, -3.98, -1.50], [1.40, -2.78, -1.66], [0.28, -2.52, -0.83], [1.95, 2.14, 0.30], [0.77, 1.44, -0.83], [1.40, 3.08, -1.11], [3.61, 2.22, -1.60], [2.55, -0.43, -0.60], [3.89, 0.54, 0.00], [4.04, -0.30, -1.55], [3.41, 3.15, -3.46], [2.69, 3.29, -5.81], [1.16, 1.58, -6.70], [0.05, -0.20, -6.63], [-1.26, -0.65, -3.93], [-1.94, -1.20, -5.48], [-1.72, 0.54, -5.15], [0.49, -2.48, -4.67], [1.72, -1.97, -5.83], [0.13, -2.53, -6.40], [3.37, -1.27, -3.91], [4.54, -3.40, -3.67], [3.71, -5.16, -2.14], [1.64, -4.71, -0.80], [-2.54, -0.40, -0.31], [-3.31, -1.64, -0.65], [-4.44, -0.92, -3.22], [-4.22, 0.74, -2.81], [-5.12, 1.65, -3.35], [-4.95, 3.01, -3.14], [-3.87, 3.46, -2.40], [-3.00, 2.54, -1.85], [-1.68, 3.13, -0.92], [-3.12, 1.14, -2.02], [-2.13, 0.31, -1.46], [-5.95, 1.28, -3.94], [-5.65, 3.72, -3.56], [-3.73, 4.51, -2.20]]
}

---

Stability, lowest: <P>

---

<P>
{
  "formula": "C5H10N5O2",
  "method": "ωB97M-V/def2-TZVPD",
  "molar_mass_da": 172.17,
  "charge": 1,
  "homo_ev": -13.77,
  "e_lumo_ev": -4.24,
  "orbital_gap_ev": 9.52,
  "species": ["C", "C", "C", "C", "C", "N", "N", "N", "N", "N", "O", "O", "H", "H", "H", "H", "H", "H", "H", "H", "H", "H"],
  "coordinates": [[-0.44, -0.98, 2.18], [-0.85, -0.17, 1.14], [0.64, -0.77, -1.80], [0.86, 1.69, 1.15], [-0.24, 0.96, 0.44], [-1.44, -1.85, 2.40], [-2.38, -1.65, 1.61], [1.26, -1.80, -2.36], [0.97, -0.23, -0.67], [-1.03, 1.64, -0.39], [-0.37, -0.30, -2.51], [-2.07, -0.61, 0.78], [0.46, -0.98, 2.77], [0.41, 2.31, 1.92], [1.56, 1.02, 1.63], [1.40, 2.34, 0.46], [2.05, -2.27, -1.94], [0.96, -2.11, -3.27], [1.74, -0.62, -0.15], [-0.76, 0.49, -2.12], [-0.76, 2.56, -0.69], [-1.98, 1.33, -0.56]]
}

---

<Q>
{
  "formula": "C5H10N5O2",
  "method": "ωB97M-V/def2-TZVPD",
  "molar_mass_da": 172.17,
  "charge": 1,
  "smiles": "[O-]/[N+](O)=N\\CN[C@H]1C=NC[NH+]=C1",
  "homo_ev": -13.07,
  "e_lumo_ev": -4.35,
  "orbital_gap_ev": 8.71,
  "species": ["C", "C", "C", "C", "C", "N", "N", "N", "N", "N", "O", "O", "H", "H", "H", "H", "H", "H", "H", "H", "H", "H"],
  "coordinates": [[1.10, -0.37, 1.38], [2.71, -1.09, -0.08], [-1.78, 1.48, -0.36], [0.72, 0.80, 0.34], [0.95, 0.11, -0.94], [2.00, -1.20, 1.16], [-0.55, 1.44, 0.45], [-2.73, 0.43, -0.03], [-2.32, -0.73, -0.12], [1.94, -0.68, -1.16], [-1.32, -1.17, -0.58], [-3.20, -1.66, 0.32], [0.59, -0.35, 2.23], [3.71, -0.47, 0.24], [3.16, -2.04, -0.29], [-2.43, 2.36, -0.13], [-1.63, 1.62, -1.36], [1.47, 1.58, 0.61], [0.18, 0.33, -1.72], [-0.68, 1.96, 1.35], [2.01, -1.07, -2.20], [-3.90, -1.29, 0.87]]
}

---

Stability, lowest: <Q>

---

<P>
{
  "formula": "C5H13N2O",
  "method": "ωB97M-V/def2-TZVPD",
  "molar_mass_da": 117.17,
  "charge": 1,
  "smiles": "C=C(N)C[C@@H]([NH3+])CO",
  "homo_ev": -12.04,
  "e_lumo_ev": -3.13,
  "orbital_gap_ev": 8.90,
  "species": ["C", "O", "C", "C", "C", "C", "N", "N", "H", "H", "H", "H", "H", "H", "H", "H", "H", "H", "H", "H", "H"],
  "coordinates": [[-0.99, -0.19, 2.01], [-0.35, 0.94, 2.56], [-0.28, -0.48, 0.72], [-0.47, 0.60, -0.35], [0.09, 0.19, -1.67], [0.93, 0.96, -2.38], [-0.19, -1.11, -2.12], [1.27, -0.43, 1.03], [-2.09, -0.12, 2.02], [-0.90, -1.04, 2.72], [-0.87, 1.73, 2.70], [-0.48, -1.46, 0.27], [-0.30, 1.57, 0.08], [-1.57, 0.55, -0.53], [1.14, 1.99, -2.16], [1.44, 0.44, -3.19], [-1.09, -1.45, -1.78], [-0.01, -1.42, -3.06], [1.52, -0.66, 1.99], [1.59, 0.51, 0.79], [1.61, -1.11, 0.36]]
}

---

<Q>
{
  "formula": "C5H13N2O",
  "method": "ωB97M-V/def2-TZVPD",
  "molar_mass_da": 117.17,
  "charge": 1,
  "smiles": "CC(C)(C)OC(N)=[NH2+]",
  "homo_ev": -14.73,
  "e_lumo_ev": -3.62,
  "orbital_gap_ev": 11.11,
  "species": ["C", "C", "C", "C", "C", "N", "N", "O", "H", "H", "H", "H", "H", "H", "H", "H", "H", "H", "H", "H", "H"],
  "coordinates": [[0.03, -0.32, -1.79], [0.47, 1.64, 1.52], [-1.39, 0.16, 0.79], [0.85, -0.94, 1.27], [0.11, 0.32, 0.74], [-0.37, 0.41, -2.74], [0.32, -1.58, -1.60], [0.63, 0.64, -0.57], [1.33, 1.40, 2.23], [0.84, 2.38, 0.85], [-0.38, 1.95, 2.10], [-1.78, -0.14, 1.68], [-1.76, -0.62, 0.14], [-1.84, 1.08, 0.44], [1.18, -0.83, 2.25], [0.16, -1.84, 1.30], [1.79, -1.01, 0.68], [-0.90, 0.03, -3.51], [-0.06, 1.34, -2.91], [0.05, -2.27, -2.21], [0.74, -1.80, -0.65]]
}

---

Stability, lowest: <Q>